1.
ORCA calculation (ωB97M-V/def2-TZVPD) on a molecular structure, C15H12N3O8RuS8Sb.

Values from the calculation:
2S+1: 5
ΔE to the lowest compared entry with this formula, charge and spin, kcal/mol: 20.6
Charge: -2
HOMO level (alpha / beta), eV: -2.8 / -2.8
Molecular weight, u: 841.64
Expectation value of S²: 6.04

Positions of all 48 atoms, in Å:
Ru  -1.486  -0.162  0.618
O  -5.401  -1.325  -0.552
S  -3.988  -1.081  -0.698
O  -3.598  0.316  -0.839
O  -3.149  -1.703  0.357
C  -3.535  -1.875  -2.253
C  -4.608  -2.289  -3.032
C  -4.416  -2.832  -4.293
C  -3.131  -2.964  -4.791
C  -2.053  -2.564  -4.016
C  -2.236  -2.026  -2.748
S  -0.718  -1.649  -1.846
O  -0.745  -2.470  -0.655
O  0.341  -1.889  -2.781
O  -0.875  -0.214  -1.444
H  -5.604  -2.169  -2.630
H  -5.273  -3.143  -4.878
H  -2.957  -3.379  -5.776
H  -1.041  -2.666  -4.379
S  -2.098  3.815  3.571
Sb  -0.971  1.900  3.235
S  -0.404  1.766  0.832
S  -2.525  0.143  2.607
S  0.630  1.115  4.595
N  3.185  5.486  1.970
C  3.251  4.164  1.480
C  3.703  3.902  0.190
C  3.762  2.596  -0.279
C  3.384  1.547  0.540
C  2.944  1.802  1.831
C  2.882  3.099  2.302
S  3.365  -0.122  -0.086
O  3.639  -0.010  -1.496
O  4.300  -0.902  0.705
N  1.855  -0.540  0.166
C  1.446  -1.330  1.145
S  2.336  -2.682  1.820
C  0.966  -3.114  2.776
C  -0.040  -2.250  2.568
N  0.224  -1.218  1.691
H  3.017  6.157  1.234
H  2.476  5.584  2.684
H  3.984  4.725  -0.459
H  4.072  2.381  -1.293
H  2.602  0.995  2.469
H  2.498  3.282  3.299
H  0.987  -3.942  3.466
H  -0.994  -2.267  3.071

***

2.
ORCA calculation (ωB97M-V/def2-TZVPD) on C6H10BNO3 in the gas phase at a distorted geometry.

Values from the calculation:
2S+1: 1
ΔE to the lowest compared entry with this formula, charge and spin, kcal/mol: 109.9
Charge: 0
HOMO level (alpha / beta), eV: -6.3 / -6.3
Molecular weight, u: 154.96

Positions of all 21 atoms, in Å:
B  2.618  1.202  0.323
C  1.577  -2.165  -0.008
C  0.362  -1.597  -0.304
C  2.625  -1.382  0.382
C  -0.129  -0.285  0.123
C  -1.509  -0.380  0.665
C  -2.114  2.018  0.301
N  2.603  -0.051  0.321
O  -2.066  -1.620  1.082
O  2.771  2.410  -0.031
O  -2.441  0.595  0.226
H  1.705  -3.257  -0.132
H  -0.479  -2.112  -0.739
H  3.553  -1.704  0.658
H  0.501  0.126  0.945
H  -0.317  0.468  -0.716
H  -3.131  2.379  0.067
H  -1.309  2.284  -0.343
H  -1.910  2.298  1.301
H  -2.984  -1.819  0.720
H  2.616  3.242  0.439

***

3.
ORCA calculation (ωB97M-V/def2-TZVPD) on a molecular structure, C17H12N5NiS7 at a distorted geometry.

Values from the calculation:
2S+1: 3
ΔE to the lowest compared entry with this formula, charge and spin, kcal/mol: 51.3
Charge: -1
HOMO level (alpha / beta), eV: -3.7 / -3.4
Molecular weight, u: 569.48
Expectation value of S²: 2.04

Positions of all 42 atoms, in Å:
Ni  11.456  11.752  9.073
N  11.042  14.148  12.774
C  11.238  13.602  11.586
S  10.415  12.257  10.960
N  12.309  14.076  10.914
N  12.356  13.521  9.718
C  13.277  13.860  8.820
C  13.307  13.223  7.549
C  14.043  13.642  6.445
C  14.366  12.725  5.394
C  13.776  11.495  5.456
C  12.761  11.266  6.414
N  12.614  12.043  7.479
H  10.206  13.973  13.308
H  11.594  14.943  12.995
H  14.096  14.533  9.094
H  14.684  14.488  6.618
H  15.056  12.919  4.599
H  14.011  10.710  4.763
H  12.212  10.355  6.393
S  10.974  4.391  8.927
C  11.414  5.942  8.894
S  12.855  6.723  9.638
C  12.300  8.398  9.207
C  11.044  8.585  8.622
S  10.140  10.020  8.625
S  10.162  7.048  8.352
S  13.191  9.748  9.539
S  8.658  16.770  7.926
C  9.530  15.407  8.467
N  9.457  14.319  7.796
C  8.602  14.506  6.749
C  8.089  13.440  5.992
C  7.140  13.742  5.054
C  6.725  15.046  4.759
C  7.058  16.057  5.696
C  8.004  15.812  6.673
H  9.964  15.385  9.454
H  8.463  12.434  6.330
H  6.839  12.986  4.332
H  5.994  15.178  3.991
H  6.536  16.933  5.714

***

4.
ORCA calculation (ωB97M-V/def2-TZVPD) on a molecular structure, C5H9B2O4Pd at a distorted geometry.

Values from the calculation:
2S+1: 1
Charge: +1
HOMO level, eV: -12.0
Molecular weight, u: 261.17

Positions of all 21 atoms, in Å:
C  2.697  2.216  -0.769
C  2.151  1.210  -0.096
C  1.764  -0.159  0.693
C  0.417  -0.826  0.104
O  0.750  -1.580  -1.122
B  -0.591  -2.136  -1.457
O  -1.421  -0.916  -1.335
C  -0.740  0.116  -0.517
B  -1.995  0.589  0.473
O  -3.365  0.298  0.065
O  -1.686  1.319  1.708
H  3.353  3.155  -0.957
H  2.615  -0.935  0.502
H  1.713  -0.017  1.840
H  0.033  -1.458  0.988
H  -0.710  -2.971  -0.600
H  -0.707  -2.590  -2.553
H  -0.452  0.949  -1.268
H  -3.508  0.656  -0.854
H  -1.923  2.280  1.568
Pd  1.603  0.801  3.589

***

5.
ORCA calculation (ωB97M-V/def2-TZVPD) on a molecular structure, C19H16IN2O5Pd.

Values from the calculation:
2S+1: 1
ΔE to the lowest compared entry with this formula, charge and spin, kcal/mol: 8.5
Charge: +1
HOMO level, eV: -10.5
Molecular weight, u: 585.67

Positions of all 44 atoms, in Å:
Pd  -0.068  -0.468  -0.579
O  -3.894  -0.955  1.763
C  -2.703  -0.861  1.184
O  -2.539  -0.786  -0.007
C  -1.583  -0.858  2.197
C  -1.820  -0.987  3.558
C  -0.729  -0.983  4.410
C  0.542  -0.850  3.876
C  0.686  -0.719  2.501
N  -0.365  -0.728  1.694
C  2.026  -0.578  1.790
O  3.119  -0.459  2.536
O  2.110  -0.585  0.594
H  -4.574  -0.942  1.071
H  -2.830  -1.088  3.927
H  -0.866  -1.086  5.478
H  1.391  -0.862  4.546
H  2.936  -0.407  3.480
C  2.615  3.212  -3.184
C  2.616  1.809  -3.021
C  1.785  1.222  -2.113
C  0.899  2.011  -1.330
C  -0.016  1.445  -0.404
C  -0.831  2.212  0.369
C  -0.794  3.622  0.226
C  0.044  4.204  -0.678
C  0.908  3.419  -1.483
C  1.790  3.995  -2.430
H  3.283  3.665  -3.904
H  3.291  1.202  -3.609
H  1.838  0.144  -1.972
H  -1.525  1.770  1.073
H  -1.448  4.231  0.835
H  0.060  5.281  -0.793
H  1.800  5.072  -2.544
N  -1.858  -2.936  -2.218
C  -0.700  -3.344  -1.687
O  -0.020  -2.635  -0.939
C  -0.239  -4.730  -2.027
I  0.840  -4.652  -3.867
H  -2.201  -2.013  -2.003
H  -2.360  -3.495  -2.886
H  -1.061  -5.425  -2.166
H  0.446  -5.083  -1.267

***

6.
ORCA calculation (ωB97M-V/def2-TZVPD) on a gas-phase ion, C3H6N2 (charge +2) at a distorted geometry.

Values from the calculation:
2S+1: 1
ΔE to the lowest compared entry with this formula, charge and spin, kcal/mol: 53.1
Charge: +2
HOMO level (alpha / beta), eV: -20.5 / -20.5
Molecular weight, u: 70.09

Positions of all 11 atoms, in Å:
C  3.140  -0.194  -0.122
C  1.826  0.030  -0.080
C  -0.679  0.559  0.137
N  0.529  0.056  0.012
N  -1.692  -0.536  -0.042
H  4.230  0.045  -0.027
H  -0.969  1.486  -0.399
H  -0.630  0.986  1.085
H  -1.563  -1.027  -0.989
H  -2.632  -0.083  -0.207
H  -1.559  -1.321  0.633

***

7.
ORCA calculation (ωB97M-V/def2-TZVPD) on C19H30N6O3S2 in the gas phase at a distorted geometry.

Values from the calculation:
2S+1: 1
ΔE to the lowest compared entry with this formula, charge and spin, kcal/mol: 413.9
Charge: 0
HOMO level, eV: -8.7
SMILES: CCCCCN(C(=O)CCCSc1nncs1)c1c(N)n(CCCC)c(=O)[nH]c1=O
Molecular weight, u: 454.62

Positions of all 60 atoms, in Å:
C  4.800  -1.104  -0.210
C  4.101  -1.783  0.951
C  2.978  -0.938  1.672
C  1.920  -0.545  0.820
C  1.232  -1.636  0.392
N  -0.088  -1.453  -0.340
C  -0.388  -2.176  -1.478
O  0.336  -2.523  -2.228
C  -1.911  -1.739  -2.083
C  -2.025  -2.026  -3.452
C  -2.328  -0.795  -4.464
H  -1.917  -0.879  -5.532
H  -3.010  -0.271  -4.214
S  -1.273  0.619  -3.719
C  0.452  0.061  -3.615
N  1.237  0.168  -2.631
N  2.497  -0.342  -2.549
C  2.532  -1.229  -3.614
S  0.976  -1.131  -4.642
H  3.302  -1.853  -3.813
H  -2.880  -2.594  -3.795
H  -1.240  -2.795  -3.906
H  -2.619  -2.603  -1.488
H  -2.383  -1.006  -1.742
C  -1.213  -0.417  0.252
C  -1.202  0.775  0.412
N  -0.134  1.408  -0.325
H  -0.614  2.434  -0.696
H  0.329  0.768  -1.094
N  -2.041  1.381  1.203
C  -3.068  0.859  1.880
O  -3.733  1.516  2.532
N  -2.972  -0.564  1.959
C  -1.910  -1.382  1.275
O  -2.042  -2.614  1.351
H  -3.802  -1.033  2.483
C  -1.973  3.057  1.173
C  -0.847  3.161  2.030
C  -0.698  2.872  3.363
C  -1.866  3.280  4.172
H  -2.746  2.871  4.159
H  -1.900  4.221  4.184
H  -1.516  3.042  5.277
H  -0.533  1.745  3.429
H  0.309  3.239  3.659
H  0.136  3.182  1.575
H  -0.765  4.480  2.098
H  -2.840  3.191  1.936
H  -2.115  3.426  0.147
H  1.581  -2.501  -0.486
H  0.727  -2.312  1.193
H  2.208  0.020  -0.129
H  1.198  0.253  1.474
H  2.783  -1.696  2.568
H  3.585  -0.206  2.162
H  4.757  -2.360  1.589
H  3.768  -2.683  0.380
H  5.308  -0.228  0.081
H  4.034  -0.761  -1.068
H  5.505  -1.851  -0.519

***

8.
ORCA calculation (ωB97M-V/def2-TZVPD) on a molecular structure, C40H66BClGe2N6O4V at a distorted geometry.

Values from the calculation:
2S+1: 2
Charge: 0
HOMO level (alpha / beta), eV: -8.0 / -8.0
Molecular weight, u: 937.43
Expectation value of S²: 1.04

Positions of all 121 atoms, in Å:
V  0.420  1.444  0.094
C  -2.520  -0.728  4.687
C  -1.445  -1.350  3.869
C  -1.015  -2.655  3.895
C  0.001  -2.729  2.930
N  0.157  -1.545  2.346
N  -0.717  -0.695  2.927
B  -0.559  0.836  2.905
N  -1.532  1.597  1.964
N  -1.567  1.561  0.612
C  -2.625  2.295  0.210
C  -3.251  2.816  1.342
C  -2.529  2.372  2.431
C  -2.783  2.766  3.844
C  -3.147  2.616  -1.176
C  -4.663  2.358  -1.242
C  -2.477  1.777  -2.251
C  -2.884  4.107  -1.455
N  0.912  1.182  2.643
N  1.652  0.726  1.610
C  2.943  0.956  1.909
C  3.004  1.613  3.141
C  1.703  1.744  3.577
C  1.256  2.378  4.846
C  4.198  0.524  1.183
C  4.852  1.696  0.438
C  3.889  -0.592  0.195
C  5.216  0.007  2.215
C  0.774  -3.972  2.577
C  2.221  -3.618  2.203
C  0.056  -4.657  1.408
C  0.785  -4.941  3.767
H  -3.015  -1.488  5.284
H  -2.106  0.017  5.368
H  -3.263  -0.253  4.048
H  -1.376  -3.434  4.535
H  -0.810  1.212  3.995
H  -4.126  3.432  1.375
H  -3.653  3.419  3.865
H  -2.987  1.918  4.491
H  -1.922  3.301  4.247
H  -4.890  1.315  -1.030
H  -5.208  2.979  -0.538
H  -5.026  2.587  -2.243
H  -2.675  0.719  -2.094
H  -2.849  2.049  -3.237
H  -1.406  1.954  -2.218
H  -3.451  4.741  -0.778
H  -1.827  4.322  -1.329
H  -3.172  4.352  -2.475
H  3.877  1.973  3.647
H  2.116  2.805  5.350
H  0.539  3.173  4.659
H  0.799  1.646  5.507
H  4.263  1.965  -0.434
H  4.937  2.568  1.084
H  5.851  1.406  0.116
H  3.009  -0.312  -0.376
H  4.733  -0.742  -0.475
H  3.695  -1.522  0.721
H  5.668  0.820  2.777
H  4.749  -0.681  2.915
H  6.016  -0.514  1.694
H  2.267  -2.592  1.851
H  2.866  -3.704  3.076
H  2.598  -4.288  1.432
H  0.020  -3.994  0.550
H  0.566  -5.580  1.139
H  -0.964  -4.905  1.696
H  1.168  -4.446  4.656
H  -0.214  -5.311  3.986
H  1.416  -5.799  3.544
C  3.264  0.421  -4.276
C  3.114  1.116  -2.928
Ge  1.156  1.407  -2.403
C  0.743  3.191  -3.346
C  0.212  3.006  -4.759
C  0.096  0.038  -3.390
C  -0.750  -0.784  -2.775
Ge  -0.404  -0.879  -0.746
C  -2.067  -1.714  0.167
C  -3.418  -1.357  -0.427
C  1.204  -2.116  -1.034
C  1.077  -3.296  -1.987
C  -1.618  -1.684  -3.545
C  -1.986  -2.940  -3.065
C  -2.719  -3.816  -3.842
C  -3.148  -3.439  -5.105
C  -2.831  -2.178  -5.583
C  -2.071  -1.315  -4.815
H  4.320  0.323  -4.529
H  2.776  0.991  -5.066
H  2.827  -0.575  -4.249
H  3.570  2.107  -2.973
H  3.651  0.539  -2.181
H  1.660  3.784  -3.359
H  0.014  3.757  -2.772
H  0.907  2.437  -5.373
H  0.055  3.978  -5.229
H  -0.739  2.479  -4.728
H  0.222  0.037  -4.467
H  -2.046  -1.403  1.205
H  -1.926  -2.792  0.145
H  -3.626  -0.302  -0.275
H  -4.201  -1.928  0.075
H  -3.456  -1.590  -1.489
H  1.585  -2.456  -0.079
H  1.928  -1.435  -1.482
H  0.354  -4.029  -1.638
H  2.047  -3.788  -2.074
H  0.778  -2.956  -2.974
H  -1.670  -3.223  -2.074
H  -2.950  -4.802  -3.465
H  -3.731  -4.123  -5.704
H  -3.163  -1.864  -6.563
H  -1.826  -0.336  -5.195
O  0.023  3.486  -0.597
Cl  1.258  3.723  0.080
O  1.786  4.963  -0.308
O  1.009  3.652  1.466
O  2.171  2.686  -0.293

***

9.
ORCA calculation (ωB97M-V/def2-TZVPD) on 8 unconnected molecules or ions with the total composition C28H71BO14S7 at a distorted geometry.

Values from the calculation:
2S+1: 1
Charge: 0
HOMO level, eV: -8.4
Molecular weight, u: 867.14

Positions of all 121 atoms, in Å:
C  8.600  -1.708  0.295
C  7.211  -2.328  0.789
O  6.854  -3.581  0.120
C  5.464  -3.423  -0.259
C  4.770  -4.747  -0.847
O  3.537  -4.294  -1.522
C  2.503  -3.968  -0.559
C  1.932  -2.433  -0.716
C  2.935  -1.465  -1.494
B  2.324  -0.026  -1.920
O  1.135  0.205  -2.684
O  3.088  1.148  -1.524
O  0.563  -2.435  -1.213
C  -0.354  -2.136  -0.150
O  -0.513  -2.985  0.764
C  -1.174  -0.754  -0.038
C  -0.302  0.406  0.648
C  -0.415  1.840  -0.062
C  0.880  2.717  0.381
C  1.104  3.986  -0.577
O  1.369  3.624  -1.957
C  2.626  4.180  -2.398
H  8.372  -0.775  -0.341
H  9.151  -1.316  1.223
H  9.233  -2.401  -0.344
H  7.161  -2.531  1.913
H  6.406  -1.534  0.579
H  4.864  -3.091  0.659
H  5.451  -2.653  -1.116
H  5.422  -5.295  -1.619
H  4.525  -5.511  -0.019
H  1.638  -4.705  -0.702
H  2.892  -4.129  0.512
H  1.878  -2.032  0.378
H  3.810  -1.266  -0.773
H  3.381  -1.926  -2.450
H  0.330  -0.102  -2.224
H  3.543  0.960  -0.674
H  -1.472  -0.498  -1.122
H  -2.126  -1.019  0.548
H  -0.685  0.539  1.718
H  0.783  0.038  0.725
H  -0.517  1.789  -1.202
H  -1.316  2.375  0.416
H  0.631  3.145  1.424
H  1.814  2.085  0.515
H  1.968  4.581  -0.128
H  0.159  4.621  -0.506
H  2.540  5.276  -2.750
H  3.449  4.145  -1.613
H  2.977  3.538  -3.287
C  -4.489  -3.358  -0.196
S  -4.253  -1.984  -1.343
O  -4.540  -0.721  -0.596
C  -5.697  -2.348  -2.365
H  -3.711  -3.310  0.566
H  -5.469  -3.280  0.280
H  -4.408  -4.302  -0.737
H  -6.599  -2.334  -1.752
H  -5.574  -3.326  -2.833
H  -5.773  -1.584  -3.140
C  -2.559  7.389  -3.903
S  -1.706  6.582  -2.533
O  -0.814  7.600  -1.897
C  -0.667  5.520  -3.555
H  -3.242  8.132  -3.497
H  -1.834  7.881  -4.554
H  -3.127  6.647  -4.466
H  -0.060  6.129  -4.228
H  -1.296  4.839  -4.130
H  -0.014  4.944  -2.897
C  -0.950  -6.506  2.997
S  -1.621  -6.107  1.369
O  -3.110  -6.240  1.453
C  -0.991  -7.587  0.547
H  -1.254  -5.726  3.696
H  -1.339  -7.469  3.335
H  0.139  -6.539  2.943
H  -1.377  -8.481  1.041
H  0.100  -7.582  0.577
H  -1.324  -7.573  -0.491
C  4.413  -3.105  4.101
S  3.223  -2.001  3.312
O  3.995  -1.025  2.483
C  2.730  -1.157  4.829
H  4.884  -3.716  3.329
H  5.177  -2.521  4.618
H  3.894  -3.754  4.809
H  3.601  -0.697  5.298
H  2.270  -1.874  5.511
H  2.004  -0.384  4.574
C  -7.676  9.456  -3.704
S  -5.908  9.639  -3.389
O  -5.183  8.866  -4.443
C  -5.886  8.648  -1.880
H  -7.917  9.971  -4.634
H  -7.929  8.398  -3.798
H  -8.240  9.905  -2.885
H  -6.253  7.642  -2.090
H  -6.511  9.125  -1.122
H  -4.859  8.592  -1.517
C  -5.047  -10.897  1.581
S  -3.866  -9.613  2.047
O  -2.761  -10.275  2.807
C  -4.941  -8.803  3.249
H  -4.573  -11.556  0.853
H  -5.335  -11.475  2.461
H  -5.927  -10.435  1.130
H  -5.235  -9.514  4.022
H  -5.824  -8.412  2.741
H  -4.390  -7.979  3.703
C  0.564  9.202  2.455
S  0.915  7.752  1.437
O  1.109  6.593  2.361
C  2.551  8.297  0.901
H  -0.409  9.065  2.928
H  1.330  9.311  3.225
H  0.537  10.092  1.823
H  3.191  8.464  1.770
H  2.456  9.218  0.322
H  2.986  7.519  0.274